No. 1
93
Properties=species:S:1:pos:R:3:lowdin_charge:R:1 method="wB97M-V/def2-TZVPD" relative_energy_ev=0.882 homo_energy_ev="-5.0 / -5.0" charge=-1 lumo_energy_ha="0.0828 / 0.0486" spin_multiplicity=3 s2=2.01
H -0.380 1.320 0.526 0.092
C 8.395 -0.608 0.609 -0.068
H 9.866 -0.472 -3.450 0.065
C -2.729 -1.024 -1.377 -0.060
H 4.506 -1.772 2.225 -0.029
H 6.992 1.310 1.684 0.018
H -5.713 3.808 1.009 0.098
N 1.964 3.229 -1.655 -0.216
C 6.512 -1.747 -0.633 -0.318
H 6.620 2.058 0.130 0.019
H 5.969 -2.708 -0.667 0.114
C 7.776 -2.905 1.145 -0.034
H 3.798 1.970 2.631 0.031
H 0.020 2.795 -1.191 0.120
H 4.921 -1.097 -2.611 0.045
C -2.873 2.373 0.262 -0.382
C -4.207 4.618 2.299 -0.079
N -4.097 2.523 0.895 -0.066
H -3.932 1.668 2.820 0.131
C -6.019 1.756 2.225 -0.096
H 5.867 -2.024 -3.824 0.087
H 7.095 -3.733 0.935 0.119
H 8.287 0.045 -4.067 0.068
H 8.896 -3.842 2.698 0.092
C -1.334 -1.247 -1.275 -0.130
H -3.122 4.790 2.305 0.086
H 9.957 0.277 1.807 0.101
O 1.209 2.761 0.477 -0.022
C -4.623 3.891 1.037 -0.224
O 5.592 -0.776 -0.220 -0.334
H -6.618 1.765 1.305 0.084
Ni 2.470 -1.137 0.267 -0.085
H -4.370 0.539 1.544 0.110
H -0.861 -2.137 -1.714 0.113
C 9.560 -1.800 2.351 -0.106
N 2.673 -0.442 5.171 -0.196
H 0.624 3.177 -3.231 0.087
C 3.273 3.719 -1.274 -0.081
H 3.672 4.284 -2.119 0.080
C -3.268 0.133 -0.833 -0.037
C 2.429 -1.839 4.827 -0.076
H 3.018 2.274 1.084 -0.020
H 6.108 -0.294 -3.694 0.075
Si 4.807 0.380 0.841 0.034
H 4.705 -0.368 3.306 0.005
C -2.429 0.990 -0.114 -0.118
C 5.045 -0.828 2.374 -0.148
C 2.096 0.588 4.501 -0.367
C 9.370 -0.626 1.611 -0.078
H -4.336 0.345 -0.886 0.115
H -6.174 2.677 2.795 0.063
H -4.277 4.458 0.170 0.118
H 2.312 3.616 -3.669 0.080
C 1.689 2.962 -3.053 -0.068
C 3.686 -0.131 6.152 -0.062
C -4.544 1.559 1.903 -0.210
H -3.329 -1.793 -1.858 0.094
C 5.897 -1.194 -3.097 -0.046
C 6.961 -1.396 -2.063 -0.210
H -6.388 0.929 2.837 0.076
C 3.433 1.477 1.728 -0.284
H 4.644 0.110 5.679 0.087
C 8.769 -2.932 2.119 -0.093
H -4.692 5.603 2.310 0.076
H 1.389 -1.951 4.494 0.056
H 3.358 0.733 6.729 0.080
Cl 0.906 -1.150 1.798 0.167
H 1.493 0.238 3.623 0.039
C 8.834 -0.793 -3.622 -0.112
C 8.264 -1.233 -2.328 -0.135
H 5.757 2.553 1.585 0.017
H -4.503 4.094 3.218 0.066
H 1.871 1.903 -3.320 0.084
H 3.165 4.350 -0.385 0.102
H 3.088 -2.172 4.007 0.069
H 3.812 -1.006 6.783 0.074
H 6.101 -1.106 2.508 0.020
N -0.553 -0.423 -0.587 0.009
C 1.023 2.903 -0.734 -0.336
H 3.981 2.910 -1.047 0.017
Cl 3.511 0.665 -0.877 0.541
H 9.012 -1.464 -1.571 0.099
H 8.225 0.289 -0.006 0.118
O -2.204 3.350 -0.078 0.070
H 2.510 0.929 1.984 -0.043
H 10.301 -1.827 3.141 0.087
H 2.627 -2.450 5.715 0.077
H 8.878 -1.603 -4.360 0.075
C -1.067 0.672 -0.024 -0.114
C 6.175 1.693 1.059 -0.170
O 2.235 1.771 4.815 -0.022
Cl 3.255 -3.136 0.215 0.035
C 7.631 -1.754 0.378 -0.203

---

No. 2
100
Properties=species:S:1:pos:R:3:lowdin_charge:R:1 method="wB97M-V/def2-TZVPD" homo_energy_ev=-9.2 lumo_energy_ha=0.0044
H 1.345 1.741 3.134 0.131
O 2.960 0.669 2.541 0.022
O 1.753 -4.212 -2.245 0.226
C 3.014 1.038 -5.919 -0.094
H -3.525 2.232 -0.769 0.059
O 6.574 1.761 -1.405 0.056
O -0.773 5.375 0.319 0.047
H 2.672 1.643 4.334 0.135
H -2.308 -1.777 5.267 0.066
C 0.495 -0.680 -1.358 -0.072
H -2.137 2.013 2.592 0.050
H 0.798 -3.706 5.085 0.091
C -1.689 5.743 1.339 -0.117
C 0.639 0.469 -0.383 -0.100
H -2.056 2.506 0.242 0.071
H -3.173 -3.045 4.439 0.077
O 3.527 -3.738 -0.962 0.055
H 2.453 -1.089 -5.702 0.134
C 0.089 4.405 0.716 -0.574
H -5.622 -5.576 -0.098 0.077
H -0.088 -3.704 3.603 0.087
O -1.271 -4.686 6.057 0.079
H 0.297 1.432 -0.769 0.124
C -1.322 -3.712 5.382 -0.488
H 2.579 1.869 -6.483 0.133
O 3.111 -2.474 -2.721 0.002
O 4.190 -1.186 2.133 0.154
O -0.225 4.061 2.027 0.015
H -3.629 3.414 0.452 0.093
C -2.895 1.231 2.503 0.006
C 2.082 1.079 3.608 -0.090
H 4.000 3.653 -0.722 0.077
H -0.947 5.427 3.386 0.129
C 5.478 2.074 -0.993 -0.492
H 4.541 3.347 -2.380 0.075
C -4.937 -3.573 0.299 -0.491
C -2.594 -2.827 5.343 -0.006
H 4.506 -1.009 -2.368 0.124
H -2.316 0.464 -4.063 0.070
O -4.723 0.888 0.971 0.086
H -2.680 5.524 0.945 0.117
H 1.392 -1.057 -1.856 0.105
H 3.833 -1.828 -0.178 0.103
C 2.676 -3.584 -2.019 -0.593
H -2.369 0.274 2.405 0.072
H 5.131 0.195 0.018 0.071
C 2.629 0.970 -3.678 -0.562
H -3.862 -5.473 -0.085 0.078
H -3.592 1.164 3.333 0.086
H 5.168 -2.635 -2.820 0.137
H -0.213 -0.459 -2.159 0.119
O -0.201 0.055 0.697 0.043
H -4.873 -1.088 -4.229 0.087
C 4.344 -2.557 -0.808 -0.112
O 3.413 1.490 -4.619 0.082
H 5.649 4.168 -1.293 0.083
H 0.658 -0.510 3.505 0.108
O -6.052 -3.095 0.283 0.061
C -4.374 0.883 -3.501 -0.493
C -4.868 -0.058 -4.590 -0.021
C -4.775 -5.083 0.376 -0.027
H 5.286 -2.857 -0.357 0.142
H 4.656 1.626 0.916 0.092
H -2.517 1.572 -2.688 0.075
C 4.420 -2.091 -2.231 -0.102
H -4.803 -5.342 1.439 0.087
C 4.676 1.175 -0.085 -0.026
H -3.228 -2.925 1.372 0.075
O -0.865 -1.858 1.563 0.113
C 3.327 -0.635 2.735 -0.556
C -0.380 -1.271 0.627 -0.582
C 4.867 3.418 -1.345 -0.013
H 3.891 0.752 -6.505 0.135
C -3.704 -2.705 0.416 -0.019
H -2.103 4.180 2.834 0.110
H -4.142 -0.053 -5.407 0.078
H 1.117 -0.023 -6.164 0.129
H -1.556 6.815 1.489 0.133
C 1.555 -0.249 4.066 -0.118
O 1.730 0.113 -4.215 0.047
H -2.932 -2.996 -0.304 0.083
O -5.018 1.750 -2.981 0.084
C -3.143 2.455 0.228 0.001
H -5.869 0.216 -4.920 0.083
H 1.646 0.611 0.003 0.107
O -0.011 -1.783 -0.546 0.091
H -2.835 -0.293 -2.614 0.090
C 2.042 -0.084 -5.605 -0.089
H -0.033 -2.189 4.520 0.037
C -1.320 4.871 2.528 -0.098
O 2.576 -1.199 3.694 0.076
C -3.696 1.452 1.210 -0.485
O 2.651 1.252 -2.519 0.153
H 3.643 1.155 -0.434 0.051
C -0.083 -3.272 4.603 -0.012
H 1.402 -0.366 5.137 0.138
H -3.173 -3.047 6.237 0.077
C -2.896 0.660 -3.161 -0.032
O 0.913 3.998 0.019 0.199
H -4.001 -1.662 0.285 0.073

---

| no. | calculated total energy (hartree) |
| --- | --- |
| 1 | -4871.597688 |
| 2 | -2677.949436 |